C3H4N2O | ωB97M-V with the def2-TZVPD basis set

For the HOMO energy, the calculation gives -8.058 eV. The LUMO energy is 0.8 eV. The calculation puts the HOMO-LUMO gap at 8.8 eV. The value obtained for the energy above the lowest of the compared OMol25 structures with the same formula, charge and spin is 2.7057 eV.

Each line ends with the Löwdin charge.
Geometry (Å):
N 1.8331 0.1162 -0.5719  0.166
C 0.6641 0.2150 0.1050  -0.327
N -0.0658 1.1997 0.3535  0.123
C -1.3303 0.5794 0.1169  -0.149
C -1.3437 -0.7497 0.3146  -0.213
O -0.1015 -1.2555 0.4497  -0.026
H 2.5006 0.8412 -0.3281  0.119
H 2.1968 -0.8196 -0.6003  0.102
H -2.1087 1.2245 -0.2272  0.090
H -2.2446 -1.3513 0.3878  0.115

C3H16N2O3 | ωB97M-V with the def2-TZVPD basis set

For the HOMO energy, the calculation gives -9.135 eV. Its structure (SMILES) is CCNCN.O.O.O. The LUMO energy is 0.6 eV. The calculation puts the HOMO-LUMO gap at 9.8 eV. The value obtained for the energy above the lowest of the compared OMol25 structures with the same formula, charge and spin is 1.3955 eV.

Each line ends with the Löwdin charge.
Geometry (Å):
C -1.2104 1.0252 0.9955  -0.101
C 0.2425 1.0113 1.5702  -0.293
N 1.2271 0.7937 0.5150  -0.076
C 2.4148 -0.1097 0.8068  -0.288
N 2.5958 -0.9521 -0.3370  0.007
H -1.5718 2.0714 0.9357  0.078
H -1.9444 0.4783 1.6595  0.090
H -1.3001 0.5155 0.0533  -0.009
H 0.3581 1.9101 2.1973  0.102
H 0.2201 0.1902 2.3071  0.099
H 1.5838 1.7229 0.3259  0.096
H 2.2748 -0.7218 1.7051  0.106
H 3.2357 0.5758 1.0659  0.112
H 1.7875 -1.5109 -0.5294  0.054
H 3.0364 -0.5088 -1.1201  0.060
O -3.0701 0.0385 -1.0307  -0.096
H -3.0588 -0.8219 -0.5791  0.022
H -2.9046 -0.1604 -1.9611  0.040
O -0.1677 -0.2305 -2.3900  -0.059
H 0.6097 0.2985 -2.5657  0.039
H -0.4662 0.1277 -1.5445  -0.007
O -1.6737 -2.0459 -0.6771  -0.056
H -1.0903 -1.8213 0.0558  0.048
H -1.1284 -1.8756 -1.4585  0.032

C26H28F6N5O4Pt | ωB97M-V with the def2-TZVPD basis set

For the HOMO energy (alpha / beta), the calculation gives -3.771 / -3.816 eV. The LUMO energy (alpha / beta) is 2.6 / 2.6 eV. The calculation puts the HOMO-LUMO gap (alpha / beta) at 6.4 / 6.4 eV. The value obtained for the energy above the lowest of the compared OMol25 structures with the same formula, charge and spin is 2.5101 eV. The total charge is -1.

Each line ends with the Löwdin charge.
Geometry (Å):
Pt 0.2497 -0.9715 -0.3346  1.185
C 3.0369 -1.0981 3.0596  -0.087
O 2.1439 -0.4803 3.9651  -0.111
C 0.7800 -0.5181 3.7556  -0.223
C 0.0364 0.0252 4.7837  -0.034
C -1.3534 0.0767 4.7187  -0.129
C -2.0027 -0.3998 3.6090  -0.080
C -1.2964 -0.9839 2.5471  -0.165
C -2.0084 -1.4586 1.4121  -0.082
N -1.4376 -1.9398 0.3362  -0.158
N -2.1325 -2.6415 -0.5579  0.048
C -1.4654 -2.9557 -1.6547  -0.485
O -0.3236 -2.5062 -1.9820  -0.118
C -2.1139 -3.9400 -2.5441  -0.146
C -1.3198 -4.6879 -3.4127  -0.025
C -1.8950 -5.6102 -4.2624  -0.097
C -3.2708 -5.7837 -4.2716  -0.113
C -4.0663 -5.0467 -3.4072  -0.101
C -3.4948 -4.1307 -2.5465  -0.038
C 0.1415 -1.0949 2.6149  -0.337
O 0.8165 -1.7029 1.7097  -0.170
H 4.0293 -0.8790 3.4646  0.086
H 2.9574 -0.7018 2.0443  0.078
H 2.8807 -2.1808 3.0238  0.093
H 0.5654 0.4124 5.6413  0.109
H -1.9120 0.4962 5.5420  0.084
H -3.0802 -0.3314 3.5360  0.098
H -3.0971 -1.4296 1.4474  0.124
H -0.2527 -4.5241 -3.4013  0.113
H -1.2724 -6.1975 -4.9262  0.096
H -3.7240 -6.4930 -4.9521  0.091
H -5.1406 -5.1876 -3.4100  0.094
H -4.0914 -3.5386 -1.8700  0.101
C 3.8885 -0.1559 -2.5036  0.013
C 2.6086 0.5159 -1.9445  -0.505
O 2.1945 0.0265 -0.7849  -0.234
C 1.5501 0.4381 -3.0942  -0.562
F 0.2866 0.5875 -2.6862  0.108
F 1.6090 -0.7152 -3.7642  0.146
F 1.7328 1.4011 -4.0364  0.123
C 2.9189 2.0362 -1.7337  -0.548
F 3.6489 2.6217 -2.7119  0.120
F 3.6363 2.2283 -0.6165  0.135
F 1.8195 2.7947 -1.6014  0.143
H 3.6952 -1.2248 -2.5187  0.092
H 4.7221 0.0479 -1.8370  0.089
H 4.1134 0.1998 -3.5076  0.087
C 1.1469 3.7608 2.6301  -0.147
C 1.8921 2.4816 2.2725  -0.170
N 1.0594 1.6759 1.4171  0.101
C -0.0152 2.0851 0.7160  -0.380
N -0.6745 1.1995 0.0445  0.011
C -1.8860 1.5455 -0.6644  -0.227
C -2.4890 2.8726 -0.1989  -0.158
C -1.3604 3.8904 -0.1299  -0.166
N -0.3926 3.4071 0.8260  -0.058
C 0.5804 4.3395 1.3399  -0.165
H 1.8043 4.4730 3.1281  0.110
H 0.3241 3.5219 3.3051  0.118
H 2.1261 1.9117 3.1793  0.112
H 2.8387 2.7246 1.7683  0.113
H 1.3736 0.7475 1.1650  0.083
H -2.5981 0.7285 -0.5077  0.102
H -1.6660 1.5938 -1.7368  0.102
H -2.9244 2.7484 0.7943  0.114
H -3.2657 3.2046 -0.8904  0.108
H -1.7228 4.8682 0.2055  0.117
H -0.9179 4.0153 -1.1293  0.129
H 0.0716 5.2905 1.5186  0.117
H 1.3846 4.5157 0.6106  0.126

C6H10 | ωB97M-V with the def2-TZVPD basis set

For the HOMO energy (alpha / beta), the calculation gives -7.197 / -7.332 eV. The LUMO energy (alpha / beta) is 0.6 / 0.5 eV. The calculation puts the HOMO-LUMO gap (alpha / beta) at 7.8 / 7.8 eV. The value obtained for the energy above the lowest of the compared OMol25 structures with the same formula, charge and spin is 3.5724 eV.

Each line ends with the Löwdin charge.
Geometry (Å):
C -1.0485 -0.7622 1.4468  -0.058
C -0.2627 -0.3376 0.2412  -0.288
C 1.1333 -0.6319 0.1988  -0.186
C 2.1106 0.1121 -0.3506  0.006
C -0.3514 1.3886 -0.9602  0.014
C -1.0325 0.1118 -0.9455  -0.264
H -1.8219 -1.4911 1.2123  0.081
H -0.4466 -1.2077 2.2261  0.071
H -1.5857 0.0309 1.9445  0.077
H 1.4049 -1.5851 0.6501  0.105
H 2.0170 1.1849 -0.4717  0.043
H 3.0755 -0.3263 -0.5859  0.048
H -0.5275 2.1466 -0.2261  0.061
H 0.2902 1.6646 -1.7900  0.058
H -0.8782 -0.4698 -1.8445  0.119
H -2.0924 0.1809 -0.7192  0.113

C26H31N3O6PPdS3Te | ωB97M-V with the def2-TZVPD basis set

The spin multiplicity is 4. For the HOMO energy (alpha / beta), the calculation gives 0.001 / -2.191 eV. The expectation value of S² is 3.78. The LUMO energy (alpha / beta) is 4.1 / 3.8 eV. The calculation puts the HOMO-LUMO gap (alpha / beta) at 4.1 / 6.0 eV. The value obtained for the energy above the lowest of the compared OMol25 structures with the same formula, charge and spin is 0.6867 eV. The total charge is -2.

Each line ends with the Löwdin spin population.
Geometry (Å):
Pd 1.3366 0.0457 -0.2912  1.116
C 0.1421 -4.5665 3.8875  0.000
C 0.0904 -4.0251 2.4702  0.003
O -0.3105 -2.6693 2.5016  0.006
P 0.4759 -1.5456 1.5689  0.008
S 2.2659 -1.2507 2.3395  0.067
S 0.2641 -2.1928 -0.3096  0.105
O -0.5393 -0.3425 1.9092  0.003
C -0.6977 0.0895 3.2592  0.000
C -1.5189 1.3618 3.2522  0.000
H 0.4810 -5.6048 3.8759  0.000
H -0.8477 -4.5213 4.3467  0.000
H 0.8303 -3.9701 4.4863  0.000
H -0.6354 -4.5882 1.8717  0.001
H 1.0689 -4.1200 1.9900  0.001
H 0.2869 0.2584 3.7024  0.000
H -1.2053 -0.6946 3.8293  0.000
H -1.0210 2.1242 2.6529  0.000
H -1.6332 1.7283 4.2745  0.000
H -2.5073 1.1690 2.8297  0.000
Te 0.5604 0.7756 -2.7366  0.371
C 1.3468 0.2358 -4.6563  0.045
C 0.4532 -0.2115 -5.6313  0.021
C 0.8701 -0.4645 -6.9295  0.000
C 2.2017 -0.2859 -7.2828  0.015
C 3.1058 0.1439 -6.3205  -0.002
C 2.6817 0.4015 -5.0248  0.016
H -0.5868 -0.3544 -5.3595  0.002
H 0.1541 -0.8056 -7.6693  0.000
H 2.5305 -0.4835 -8.2967  0.001
H 4.1475 0.2865 -6.5861  0.000
H 3.3972 0.7392 -4.2836  0.001
N 8.9387 0.2974 -0.6463  0.156
C 7.7739 0.2413 -0.5898  0.078
C 6.3835 0.1735 -0.5276  0.206
C 5.5659 1.3195 -0.2507  0.093
C 4.2080 1.2063 -0.2326  0.078
N 3.5485 0.0394 -0.4685  0.332
C 4.3067 -1.0646 -0.7041  0.073
C 5.6677 -1.0501 -0.7458  0.089
H 6.0341 2.2760 -0.0550  0.005
H 3.5784 2.0638 -0.0257  0.005
H 3.7571 -1.9856 -0.8585  0.004
H 6.2169 -1.9630 -0.9396  0.005
C -3.5330 -2.2863 3.0343  0.000
C -3.7773 -1.1282 2.1071  0.000
C -4.5986 -0.0647 2.4695  0.000
C -4.8006 0.9997 1.6030  0.000
C -4.1724 0.9947 0.3686  0.000
C -3.3468 -0.0560 -0.0138  0.000
C -3.1561 -1.1085 0.8581  0.001
S -4.4429 2.3397 -0.7584  0.000
O -5.2779 3.3121 -0.0915  0.000
O -4.8898 1.7974 -2.0127  0.000
N -2.9639 3.0212 -0.9984  0.001
C -2.3917 3.6137 0.2239  0.001
C -0.8682 3.7249 0.1624  0.002
C -0.1282 2.3740 0.1033  0.006
O 1.0857 2.3571 0.3986  0.039
O -0.7817 1.3563 -0.2502  0.042
H -4.0158 -2.1362 4.0009  0.000
H -2.4604 -2.4213 3.1904  0.000
H -3.9207 -3.2107 2.5994  0.000
H -5.0739 -0.0645 3.4444  0.000
H -5.4290 1.8407 1.8662  0.000
H -2.8309 -0.0307 -0.9661  0.000
H -2.4869 -1.9155 0.5864  0.002
H -2.3342 2.2868 -1.3409  0.003
H -2.6560 3.0293 1.1146  0.000
H -2.8407 4.6016 0.3359  0.000
H -0.5103 4.2476 1.0497  0.001
H -0.5649 4.3094 -0.7104  0.000